[1]
Density functional theory data (wB97M-V/def2-TZVPD) for C27H51IrN2O2P3 as an isolated structure in a non-equilibrium geometry.

Positions of all 86 atoms, in Å:
Ir  0.23917  0.96146  -0.40015
P  1.77190  -0.38586  0.60808
P  1.38800  2.82848  -0.44424
P  -1.41959  -2.18040  0.12830
H  0.45079  1.73295  -2.84295
C  0.01673  0.84758  -2.33414
C  -1.39649  0.54359  -2.78680
H  -1.79811  -0.24484  -2.11679
C  3.13469  -0.99748  -0.46208
C  2.64454  0.45955  1.99723
C  1.39389  -1.95160  1.52074
C  0.54401  3.99889  -1.55040
C  1.29803  3.48420  1.27149
C  3.12711  2.65960  -0.96331
C  -3.14823  -2.05827  -0.47675
C  -1.77474  -2.98427  1.74666
C  -0.84782  -3.69038  -0.77431
H  0.61372  -0.08499  -2.41364
H  -1.98825  1.47872  -2.69323
H  3.90352  -1.46636  0.17112
H  3.60518  -0.19484  -1.03717
H  2.75235  -1.75918  -1.15368
H  3.24167  -0.28985  2.52788
H  1.91607  0.87064  2.70884
H  3.31136  1.26153  1.65630
H  2.22162  -2.17362  2.21144
H  1.29480  -2.79133  0.82080
H  0.48580  -1.86713  2.12922
H  1.13883  4.31887  -2.42182
H  0.19621  4.88521  -1.00950
H  -0.32298  3.44263  -1.91706
H  2.29427  3.61495  1.70568
H  0.74927  2.75786  1.88428
H  0.74829  4.43722  1.31630
H  3.43882  3.46495  -1.64208
H  3.26161  1.70663  -1.49173
H  3.76860  2.67375  -0.07345
H  -3.84761  -2.30322  0.33018
H  -3.30001  -2.75200  -1.32395
H  -3.32312  -1.02947  -0.80538
H  -2.66046  -3.62044  1.63873
H  -1.96132  -2.23016  2.52962
H  -0.91886  -3.59724  2.04588
H  -1.71542  -4.27831  -1.09587
H  -0.21511  -4.29955  -0.11393
H  -0.26402  -3.38668  -1.65833
C  -1.18208  -1.40397  -4.72036
C  -1.08092  -1.77401  -6.03633
C  -1.18778  -0.82065  -7.03933
C  -1.34718  0.53343  -6.70350
C  -1.45245  0.94885  -5.40432
C  -1.61959  -0.02108  -4.28265
O  -0.97340  -2.45256  -3.84638
H  -1.77639  -2.56106  -3.32272
H  -0.89707  -2.81421  -6.27680
H  -1.07661  -1.17880  -8.05279
H  -1.33972  1.27305  -7.50085
H  -1.58926  2.00949  -5.19162
H  -2.72701  -0.11554  -4.22060
C  -3.60915  -1.10138  6.51912
C  -2.48932  -0.08723  6.61551
N  -2.46954  0.80598  5.44731
C  -1.84568  2.13376  5.66881
C  -0.32650  2.15078  5.60995
C  -2.23233  0.18870  4.24539
O  -2.02918  -1.02749  4.12938
C  -2.28269  1.05709  3.03220
C  -3.17266  2.11666  2.83530
C  -3.15647  2.80424  1.62338
C  -2.26241  2.39830  0.62498
N  -1.35073  1.43371  0.87662
C  -1.38879  0.71910  2.02185
H  -4.57236  -0.58988  6.40657
H  -3.60937  -1.67726  7.44807
H  -3.43258  -1.77458  5.67401
H  -2.61309  0.57652  7.47448
H  -1.51247  -0.59685  6.67504
H  -2.25959  2.83966  4.93884
H  -2.17998  2.44408  6.66134
H  0.03144  3.05996  6.10825
H  0.03792  2.16846  4.57816
H  0.10145  1.28408  6.12275
H  -3.84825  2.39086  3.64281
H  -3.81023  3.65831  1.43059
H  -2.23989  2.84434  -0.37872
H  -0.69922  -0.12723  2.09401

- E_tot (hartree) = -2446.1294
- net charge = +4
- HOMO-LUMO gap (spin up / spin down) (eV) = 6.14 / 4.07
- 2S+1 = 6

---

[2]
Density functional theory data (wB97M-V/def2-TZVPD) for a 12-piece molecular cluster, C41H110N6O12 overall in a non-equilibrium geometry.

Positions of all 169 atoms, in Å:
C  14.40512  32.20163  21.06076
C  14.31831  33.69363  21.31297
C  15.42488  34.15026  22.27440
C  14.32778  34.55499  20.01241
C  13.91074  36.01174  20.29838
C  12.57190  36.14971  21.03169
C  12.46756  35.38769  22.34704
C  13.09697  36.18024  23.51537
C  11.00258  35.31666  22.61417
N  13.00805  33.98469  22.09239
O  12.77709  33.05016  23.11729
H  14.46440  31.62168  21.98176
H  13.53560  31.75734  20.57637
H  15.29400  31.85654  20.53262
H  15.43002  33.66274  23.24927
H  16.42784  34.00766  21.87211
H  15.41896  35.23937  22.23073
H  15.38078  34.65874  19.75059
H  13.79666  33.92924  19.29517
H  14.58896  36.56867  20.94488
H  13.74458  36.55106  19.36586
H  11.88622  35.87381  20.23054
H  12.28722  37.19880  21.11216
H  13.33959  37.21127  23.25802
H  14.10812  35.87915  23.78926
H  12.36991  36.28841  24.32022
H  10.55777  36.30376  22.74018
H  10.71701  34.76783  23.51157
H  10.49179  34.84585  21.77421
H  13.18371  33.50492  23.85854
C  6.01770  32.79619  14.50882
O  6.64208  32.32171  13.37711
C  7.91338  31.85310  13.69797
C  8.50275  31.53362  12.36242
C  9.85192  30.73955  12.32150
N  8.70923  32.85753  11.61630
H  5.89779  32.02596  15.27071
H  5.00223  33.16230  14.35753
H  6.63387  33.57460  14.95884
H  8.52310  32.61643  14.18139
H  8.00689  31.07407  14.45457
H  7.81278  30.98039  11.72525
H  9.69779  29.83010  12.90224
H  10.73333  31.33568  12.55777
H  10.08836  30.47402  11.29112
H  7.73724  33.11985  11.69715
H  9.16837  33.45988  12.28448
C  10.93925  40.03755  11.61039
O  11.61387  40.66107  12.73893
C  12.40984  39.78437  13.48780
C  13.80501  39.52721  12.78420
C  14.67954  38.51366  13.51460
N  14.58424  40.73246  12.49276
H  11.17175  38.99853  11.37700
H  10.92084  40.69705  10.74274
H  9.95218  39.99713  12.07101
H  12.60325  40.37813  14.38119
H  11.88334  38.87484  13.77704
H  13.58447  39.12454  11.79561
H  15.71683  38.46829  13.18278
H  14.17913  37.54833  13.43833
H  14.72775  38.79174  14.56743
H  15.17777  40.42856  11.73416
H  13.80844  41.21216  12.05903
C  21.51034  33.98131  8.92160
O  20.30272  33.29763  9.31217
C  19.40445  34.13583  9.96878
C  18.89313  33.51328  11.35279
C  18.18184  32.17630  11.11840
N  18.12549  34.41460  12.15269
H  21.90648  34.69124  9.64765
H  21.35012  34.38953  7.92371
H  22.26089  33.20865  8.75498
H  19.66811  35.19031  10.05019
H  18.58727  34.25188  9.25685
H  19.86027  33.33831  11.82410
H  17.27904  32.23009  10.50999
H  17.77016  31.72857  12.02290
H  18.97687  31.46162  10.90565
H  17.61090  33.75464  12.71817
H  17.39124  34.89100  11.64867
C  14.69949  33.32547  12.98544
O  14.28632  34.22244  13.92651
C  12.87158  34.03872  14.24829
C  12.24324  35.48238  14.58417
C  12.86247  36.21961  15.74303
N  10.78252  35.44842  14.86233
H  14.40159  33.48973  11.94988
H  14.57067  32.34385  13.44143
H  15.77027  33.50770  13.07672
H  12.26957  33.58549  13.46070
H  12.75960  33.27734  15.02020
H  12.42241  36.07479  13.68693
H  12.74292  37.30206  15.78924
H  13.93779  36.11835  15.59630
H  12.64973  35.73716  16.69702
H  10.53292  35.45815  15.84096
H  10.27635  36.22002  14.45181
C  17.43061  36.97110  9.08727
O  16.98102  36.34483  10.26259
C  15.55404  36.30888  10.50144
C  14.81101  35.38552  9.41098
C  13.36220  35.19217  9.71299
N  15.37500  34.07978  9.43683
H  16.78417  37.75152  8.68582
H  17.46519  36.14883  8.37259
H  18.46214  37.32287  9.10468
H  15.22686  35.90700  11.46038
H  15.21407  37.34449  10.50503
H  14.82387  35.82706  8.41450
H  13.32202  34.72929  10.69901
H  12.79668  34.49558  9.09408
H  12.96102  36.19796  9.83769
H  15.85592  33.98411  8.55385
H  16.17938  34.28523  10.01204
C  7.66882  36.40911  12.76603
C  9.07018  36.92340  12.61227
O  9.39153  37.53387  13.80847
H  7.57773  35.63543  13.52840
H  7.31721  35.95623  11.83901
H  7.02151  37.22848  13.07863
H  9.01038  37.61968  11.77578
H  9.83798  36.23905  12.25140
H  8.61513  37.95751  14.18173
C  14.13977  39.63448  18.51819
C  13.48432  41.00444  18.27012
O  13.78884  41.42756  16.93687
H  13.52966  38.88620  18.01225
H  14.15338  39.40798  19.58430
H  15.18491  39.64201  18.20879
H  13.72056  41.89982  18.84508
H  12.39884  40.95700  18.35719
H  13.42675  40.71301  16.40780
C  17.19410  35.25191  17.30795
C  17.99112  36.49389  16.84203
O  17.63275  37.53197  17.61459
H  17.31375  34.94101  18.34581
H  17.60231  34.40339  16.75888
H  16.13063  35.41578  17.13394
H  17.84868  36.60541  15.76716
H  19.03703  36.25912  17.03966
H  18.00597  38.37514  17.34744
C  11.66334  30.07487  15.64023
C  11.75631  29.52962  17.08598
O  11.57345  30.63632  17.98175
H  12.58182  30.59255  15.36362
H  10.84231  30.79030  15.59385
H  11.65730  29.22796  14.95406
H  12.66803  28.93524  17.14582
H  10.98107  28.80079  17.32241
H  12.19793  30.61990  18.71069
C  11.65102  31.40154  8.69993
C  13.16208  31.36607  8.81896
O  13.65732  31.72014  10.16110
H  11.03958  30.73317  9.30618
H  11.31654  31.10781  7.70497
H  11.17944  32.37559  8.83017
H  13.73394  32.00248  8.14364
H  13.71098  30.49048  8.47233
H  14.08529  32.57871  10.12489
C  15.19804  32.30195  16.72032
C  15.07851  30.95644  17.49498
O  15.86375  29.92672  16.89967
H  16.17730  32.77832  16.76728
H  14.54600  33.02722  17.20706
H  14.79237  32.28959  15.70869
H  14.01248  30.73292  17.53657
H  15.45968  31.04772  18.51207
H  15.42604  29.53824  16.13868

- SMILES string = CC1(C)CCCC(C)(C)N1O.COC[C@H](C)N.COC[C@H](C)N.COC[C@H](C)N.COC[C@H](C)N.COC[C@H](C)N.CCO.CCO.CCO.CCO.CCO.CCO
- E_tot (hartree) = -2859.1003
- net charge = 0
- energy above the lowest of the compared OMol25 structures with the same formula, charge and spin (eV) = 5.809
- HOMO-LUMO gap (eV) = 8.35

---

[3]
Density functional theory data (wB97M-V/def2-TZVPD) for an isolated molecule of C4H4N2O in a non-equilibrium geometry.

Positions of all 11 atoms, in Å:
C  -0.83317  0.76818  0.31015
C  -0.08093  -0.27380  0.87622
C  0.99184  -1.16094  0.49435
C  1.62601  -1.48492  -0.55271
N  -0.53155  1.35911  -0.77932
N  -0.08509  -1.64714  1.26453
O  2.77324  -1.41001  -1.13317
H  -1.54493  1.04300  1.09986
H  -0.94748  2.27158  -0.87654
H  -0.90321  -2.28697  0.87648
H  3.51584  -1.30068  -0.52599

- E_tot (hartree) = -339.3018
- net charge = 0
- energy above the lowest of the compared OMol25 structures with the same formula, charge and spin (eV) = 7.615
- HOMO-LUMO gap (spin up / spin down) (eV) = 6.94 / 7.44

---

Which of these has the lowest E_tot? C41H110N6O12